Computed, not measured: 8 unconnected molecules or ions with the total composition C34H71NO7 at a distorted geometry, with ωB97M-V with the def2-TZVPD basis set.

Properties
**Frontier orbital gap**: 8.224 eV
**E_tot**: -52224.437 eV
**LUMO**: 0.12 eV
**Net charge**: 0
**HOMO energy**: -8.102 eV

Cartesian coordinates (Å):
C: -3.5940 0.3205 -5.0768
C: -2.3508 0.3093 -4.1720
N: -1.1642 -0.2330 -4.9106
C: 0.1798 0.0408 -4.4015
C: 0.5978 1.5661 -4.3983
C: -1.3297 -1.6886 -5.2046
C: -1.1862 -2.7330 -4.0497
H: -3.8987 -0.6823 -5.3763
H: -3.3180 0.7873 -6.0224
H: -4.4912 0.7575 -4.6384
H: -2.2352 1.3668 -3.9346
H: -2.6126 -0.2219 -3.2568
H: 0.9466 -0.4829 -4.9724
H: 0.1225 -0.4675 -3.4390
H: 1.5724 1.7383 -3.9416
H: -0.1923 2.0495 -3.8237
H: 0.4731 2.0294 -5.3771
H: -2.1132 -1.8361 -5.9478
H: -0.4989 -1.8186 -5.8982
H: -1.5747 -3.7100 -4.3370
H: -0.1588 -2.9356 -3.7474
H: -1.7767 -2.3937 -3.1986
C: 5.7972 0.6095 -1.8337
C: 6.5239 0.7955 -3.1769
C: 7.6544 1.8199 -2.7771
O: 7.9679 1.5638 -1.4310
C: 7.0568 0.6692 -0.8996
H: 5.2040 -0.3038 -1.7874
H: 5.1573 1.4754 -1.6639
H: 6.0318 1.2724 -4.0246
H: 6.9494 -0.1673 -3.4598
H: 7.4206 2.8794 -2.8810
H: 8.6249 1.6616 -3.2475
H: 6.7189 1.0629 0.0589
H: 7.3716 -0.3683 -0.7875
C: 5.9399 -3.5750 6.2503
C: 7.1486 -3.8578 5.5168
C: 6.5891 -4.0746 4.1016
O: 5.5471 -3.1057 4.0413
C: 5.0324 -2.7982 5.3390
H: 6.1612 -2.9994 7.1491
H: 5.4589 -4.5234 6.4898
H: 7.6742 -4.6632 6.0298
H: 7.8587 -3.0422 5.6531
H: 6.3070 -5.0994 3.8601
H: 7.4173 -3.8633 3.4252
H: 3.9829 -3.0377 5.5103
H: 5.2675 -1.7477 5.5099
C: -0.2520 1.3724 2.3755
C: 1.1841 1.3301 2.8288
C: 1.8968 0.3814 1.7964
O: 1.1620 0.6296 0.5802
C: -0.1293 1.3324 0.8228
H: -0.6877 2.2918 2.7666
H: -0.8835 0.5504 2.7126
H: 1.1728 1.1728 3.9074
H: 1.6817 2.2847 2.6580
H: 1.8383 -0.6326 2.1919
H: 2.9561 0.6237 1.7108
H: -0.9932 0.8388 0.3776
H: 0.0543 2.3316 0.4280
C: -6.0062 3.8361 0.3367
C: -6.4910 2.4867 0.9015
C: -7.7831 2.3472 0.1361
O: -7.6243 2.9187 -1.1749
C: -6.7121 4.0110 -1.0871
H: -4.9225 3.9429 0.2873
H: -6.3325 4.6457 0.9895
H: -6.6873 2.4720 1.9736
H: -5.7902 1.7033 0.6127
H: -8.6082 2.8695 0.6205
H: -7.9870 1.2769 0.1077
H: -7.2317 4.9575 -1.2360
H: -5.8565 3.7527 -1.7111
C: -0.1790 -4.9518 4.6084
C: 0.6683 -5.7442 3.5638
C: 1.4069 -6.8411 4.3502
O: 1.3763 -6.4704 5.7225
C: 0.2333 -5.6834 6.0127
H: -1.2618 -4.9472 4.4834
H: 0.1404 -3.9153 4.4996
H: 1.3906 -5.0957 3.0680
H: 0.0724 -6.0530 2.7050
H: 2.4670 -6.9227 4.1101
H: 1.0280 -7.8453 4.1607
H: 0.4087 -5.0482 6.8810
H: -0.6285 -6.2547 6.3579
C: -6.0733 -3.7369 1.5519
C: -4.7020 -3.0376 1.6502
C: -3.8197 -4.2344 1.1543
O: -4.5083 -4.7848 0.0796
C: -5.9301 -4.4944 0.2408
H: -6.8231 -2.9475 1.4993
H: -6.3136 -4.4029 2.3807
H: -4.4579 -2.7393 2.6698
H: -4.4784 -2.1868 1.0066
H: -3.7366 -4.9899 1.9355
H: -2.8980 -3.8076 0.7588
H: -6.6575 -5.2971 0.1195
H: -6.0743 -3.7666 -0.5577
C: 0.3968 7.8220 -2.6849
C: -0.3918 7.9811 -4.0055
C: -0.6964 9.4653 -4.2221
O: 0.0297 9.9744 -3.1055
C: 0.1321 9.1233 -1.9539
H: 1.4719 7.7216 -2.8340
H: 0.1645 6.9006 -2.1508
H: -1.3478 7.4688 -3.8971
H: 0.1681 7.5270 -4.8231
H: -1.7614 9.6948 -4.2585
H: -0.3258 9.8779 -5.1605
H: -0.7171 9.0894 -1.2714
H: 0.9990 9.4806 -1.3981

Forces on the atoms, in the same order (eV/Å):
C 0.3 -0.9 -0.6
C 0.1 0.3 -0.9
N -1.7 -0.3 -0.6
C -0.2 0.7 0.4
C -1.8 -1.3 0.6
C 1.9 0.6 -0.8
C -0.7 0.6 -0.5
H 0.0 -0.2 0.2
H -0.2 0.4 0.1
H 0.3 0.3 0.1
H 0.6 -0.1 0.3
H 0.3 -0.2 0.4
H -0.4 -0.3 -0.3
H 1.1 0.7 0.8
H -0.1 0.0 -0.2
H 0.3 0.4 0.4
H 0.5 -0.4 -0.2
H -0.8 -0.1 0.9
H 0.4 -0.5 0.1
H -0.2 0.1 -0.2
H 0.0 0.5 0.0
H 0.1 -0.1 0.2
C 1.0 1.0 -0.7
C 1.1 1.3 0.2
C 0.7 -1.0 -0.4
O 0.1 -0.1 0.7
C -2.7 -0.5 0.7
H 0.2 0.0 0.2
H -0.1 -0.1 0.2
H -0.6 -0.5 0.1
H 0.2 0.1 -0.3
H -0.5 0.0 -0.2
H -0.3 0.0 -0.9
H 0.3 -0.3 0.3
H 0.8 0.0 0.1
C -2.0 0.0 2.3
C 1.7 -0.8 -0.3
C 1.6 0.7 0.7
O -0.6 -0.5 -1.2
C 1.5 0.3 0.0
H -0.3 -0.3 0.3
H -0.1 0.0 0.4
H 0.0 -0.6 -0.6
H 0.0 0.4 -0.9
H -0.6 -0.1 0.4
H -0.4 0.5 -0.6
H 0.0 0.1 -0.5
H -0.6 0.3 -0.1
C -0.2 0.6 -1.2
C 0.7 -0.1 -0.5
C -1.5 0.8 1.5
O -0.6 -0.3 0.3
C 1.7 -0.1 1.5
H -0.3 0.1 -0.3
H 0.3 -0.2 0.2
H 0.7 -0.6 -0.1
H -0.4 0.4 0.1
H -0.3 -0.4 -0.6
H -0.1 0.2 -0.5
H 0.4 -0.1 -0.4
H -0.5 0.0 -0.2
C -0.6 1.2 0.3
C 0.2 1.1 -1.0
C -0.3 -0.4 -0.2
O 0.0 -0.6 0.5
C 1.5 -1.8 1.9
H 0.0 -0.2 -0.2
H -0.1 0.0 0.2
H 0.3 0.1 0.0
H -0.1 -0.1 0.2
H -0.1 0.0 0.3
H -0.6 0.1 -0.7
H 0.4 0.0 -0.1
H -0.5 0.8 -1.1
C 1.2 -0.6 1.1
C -0.3 0.3 -0.2
C 0.2 0.1 -0.2
O -0.4 0.2 0.3
C -0.8 0.8 -1.6
H 0.1 -0.4 -0.2
H 0.0 0.1 0.7
H 0.2 0.2 0.4
H -0.2 -0.7 0.3
H 0.0 0.3 -0.2
H -0.6 -0.1 0.3
H 0.6 0.4 -0.4
H -0.1 -0.7 -0.4
C 0.1 1.2 -0.5
C 0.8 -1.9 0.7
C -0.2 1.6 0.5
O -1.4 -1.0 -0.4
C 0.5 1.5 -0.5
H -0.4 -0.3 -0.1
H 0.3 0.2 0.2
H 0.0 -0.1 0.0
H -0.8 0.0 -0.2
H 0.6 0.1 0.2
H 0.4 -0.6 0.3
H 0.7 -0.5 0.0
H -0.6 -0.1 -0.2
C 0.3 -0.6 0.1
C -0.6 -1.3 -0.4
C 1.1 -1.2 1.2
O -0.5 3.0 0.6
C 0.4 -0.3 -1.6
H 0.0 0.3 -0.4
H -0.5 0.1 0.1
H 0.1 -0.4 -0.2
H -0.2 0.0 -0.1
H -0.2 0.0 0.7
H 0.6 0.1 0.3
H -0.5 0.3 -0.3
H -0.1 0.0 0.0